A cluster of 3 separate species, C39H82BN2O4 in total at a distorted geometry. Source: the OMol25 dataset; level of theory: wB97M-V/def2-TZVPD.

Geometry as XYZ:
```
128
Properties=species:S:1:pos:R:3:mulliken_spin:R:1
O 3.118 2.151 -2.839 0.000
O 3.982 1.980 -3.799 0.000
O -4.096 3.181 -2.166 0.646
O 1.116 -1.635 4.578 0.631
N 0.633 -2.479 5.595 0.284
N -4.679 3.328 -3.438 0.286
C -1.077 -4.278 5.970 0.011
C -2.673 1.895 -4.131 -0.019
C 5.104 4.087 0.907 0.000
C 1.556 -4.884 0.132 0.002
C 1.034 -1.237 0.163 -0.001
C -5.386 4.654 -3.460 0.017
C -0.159 -3.572 4.935 0.026
C 1.833 -5.164 5.179 -0.019
C -4.242 2.722 -5.812 0.023
C -3.595 3.119 -4.458 0.027
C -0.548 -6.119 -1.173 0.000
C 2.226 -2.284 -0.263 0.000
C -3.068 -5.113 -1.091 0.000
C 0.748 -4.628 4.252 0.047
C 2.785 -1.718 6.758 -0.005
C 3.343 4.953 -1.032 0.000
C -2.153 -6.455 -0.868 0.000
C 2.656 -4.028 5.776 0.016
C 1.310 -3.346 7.828 0.002
C -4.401 5.846 -3.584 0.023
C 5.608 2.775 0.036 0.000
C 2.880 0.820 0.272 0.001
C 1.763 2.218 -3.408 0.000
C 1.788 4.985 -3.166 0.000
C -1.173 -3.024 3.878 -0.009
C 5.514 1.370 0.922 0.000
C -2.675 4.355 -4.643 0.020
C -4.115 -2.789 -0.014 0.000
C 3.980 1.056 1.468 -0.001
C -3.419 5.682 -4.738 -0.018
C 0.165 -5.764 0.259 0.000
C -3.331 -4.223 0.268 0.000
C -6.283 4.876 -2.198 -0.008
C 1.777 4.775 -1.541 0.000
C 1.569 0.093 0.963 -0.001
C 1.811 -2.901 6.428 0.035
C 1.449 -3.613 -0.915 0.000
C -6.405 4.707 -4.631 0.014
C 3.577 4.578 0.549 0.000
B 1.345 3.673 -4.050 0.000
H -1.992 1.682 -4.964 0.000
H -0.684 -2.543 3.023 0.005
H -1.779 -3.837 3.458 0.000
H -0.550 -5.176 0.988 0.000
H -3.339 -2.076 -0.544 0.000
H 1.934 3.757 -5.090 0.000
H -3.958 -4.850 1.059 0.000
H 1.812 -3.856 -2.004 0.000
H -2.322 -3.918 0.828 0.000
H -4.712 3.553 -6.333 0.002
H 3.290 0.274 -0.678 0.000
H -4.956 6.783 -3.717 0.000
H -1.579 -3.548 6.617 -0.008
H -6.980 3.775 -4.698 -0.009
H 4.031 0.100 2.146 0.000
H -2.476 -7.274 -1.664 0.000
H -4.329 -2.319 1.048 0.000
H 3.588 6.117 -1.132 0.000
H -3.263 0.988 -3.950 0.000
H 1.228 -4.195 3.365 -0.022
H -4.143 -5.499 -1.437 0.000
H 6.168 1.520 1.907 0.000
H 1.260 3.796 -1.164 0.000
H 1.396 -5.775 5.976 0.000
H 1.165 5.675 -1.050 0.000
H 3.354 -4.447 6.511 0.000
H -0.554 -5.250 -1.958 0.000
H 1.730 -4.402 1.209 -0.003
H 0.609 -2.613 8.248 -0.006
H 3.333 -1.367 5.875 0.001
H 4.917 2.579 -0.917 0.000
H -5.709 4.934 -1.267 0.000
H -1.865 -4.856 5.470 0.000
H 1.639 1.342 -4.207 0.000
H 0.143 -5.468 3.887 0.000
H 5.124 3.901 2.084 0.000
H -1.861 -2.302 4.332 -0.001
H 2.514 1.892 -0.076 0.000
H 4.120 4.423 -1.767 0.000
H -6.834 5.822 -2.271 0.000
H 0.969 1.981 -2.562 0.000
H -2.057 4.232 -5.541 -0.001
H 1.806 -0.188 2.098 0.008
H -2.035 2.071 -3.257 0.003
H 2.907 -2.607 0.661 0.000
H -0.558 -4.999 6.600 0.001
H 2.479 -5.589 -0.075 0.000
H -4.990 1.930 -5.676 -0.012
H -3.934 5.760 -5.701 0.001
H -3.491 2.334 -6.511 0.000
H 0.828 -4.322 7.831 0.001
H 0.008 -7.031 -1.701 0.000
H 2.495 -5.832 4.615 0.001
H 2.845 3.775 0.982 0.000
H 2.826 5.373 -3.579 0.000
H 3.546 -2.027 7.484 0.000
H -7.023 4.073 -2.097 0.000
H 0.284 -3.374 -1.011 0.000
H 3.389 5.583 1.166 0.000
H 0.440 -6.783 0.788 0.000
H -1.975 4.422 -3.800 0.000
H 2.950 -1.883 -1.103 0.000
H 3.276 -3.606 4.974 0.003
H -2.598 -4.373 -1.889 0.000
H -2.695 6.504 -4.717 0.002
H 5.841 5.004 0.717 0.000
H 0.189 3.669 -4.359 0.000
H -5.084 -2.900 -0.665 0.000
H 6.706 2.981 -0.374 0.000
H 0.294 -1.812 0.902 -0.001
H 2.246 -0.867 7.190 0.002
H 0.674 0.879 0.958 0.000
H 0.991 5.838 -3.399 0.000
H -2.190 -6.890 0.228 0.000
H 3.570 1.955 2.133 0.000
H -5.952 4.904 -5.601 0.001
H -7.129 5.519 -4.488 0.001
H -3.832 5.961 -2.653 0.001
H 2.141 -3.435 8.537 0.001
H 4.861 2.317 -3.403 0.000
H 0.384 -0.994 -0.796 0.000
H 5.937 0.482 0.251 0.000
```

Properties
Maximum force: 6.8 eV/Å
Orbital gap (alpha / beta): 6.102 / 5.253 eV
Spin multiplicity: 3
LUMO energy (alpha / beta): 1.97 / 1.12 eV
Charge: -1



A structure of composition C40H40IO4OsP2 at a distorted geometry. Source: the OMol25 dataset; level of theory: wB97M-V/def2-TZVPD.

Geometry as XYZ:
```
88
Properties=species:S:1:pos:R:3:lowdin_charge:R:1
Os 0.609 -0.324 -0.286 1.104
I 2.252 -2.481 -0.105 1.347
P -0.608 -0.948 1.674 0.984
P 1.141 1.351 -2.593 0.285
O 2.053 2.610 -2.440 -0.160
O 1.790 0.163 -1.801 -0.457
O -0.006 1.631 -1.464 -0.278
O 0.640 1.056 -3.928 -0.200
C -0.965 -4.865 2.925 -0.064
C -1.270 3.333 -2.722 -0.015
C -0.417 -3.130 -1.255 -0.263
C -4.532 -1.379 0.620 -0.055
C 0.138 1.035 5.202 -0.048
C -0.574 -1.714 -1.287 -0.306
C 0.876 -5.098 -0.624 -0.116
C -1.257 -3.634 2.348 -0.068
C 3.186 2.980 -3.322 -0.594
C -0.447 0.141 4.281 -0.068
C 3.127 2.584 1.740 -0.059
C 2.696 3.279 -4.728 -0.025
C 2.535 1.673 0.824 -0.105
C 0.711 -3.750 -0.708 -0.570
C -1.651 -1.189 -1.974 -0.094
C -2.413 -0.731 1.584 -0.327
C 1.154 1.864 4.809 -0.006
C -3.071 0.231 2.348 -0.084
C -0.009 0.128 2.983 -0.330
C -2.150 2.275 -0.635 -0.018
C 3.751 4.232 -2.680 -0.022
C 1.050 0.946 2.562 -0.217
C 0.251 -5.071 3.556 -0.066
C -0.326 -2.601 2.395 -0.347
C -3.157 -1.527 0.708 -0.112
C 1.500 0.861 1.218 -0.263
C 1.645 1.835 3.482 -0.155
C 2.706 2.661 3.031 -0.024
C -5.182 -0.431 1.399 -0.063
C -0.223 3.851 -0.493 -0.007
C 0.898 -2.816 3.035 -0.152
C 1.184 -4.041 3.614 -0.067
C -0.917 2.803 -1.345 -0.576
C -4.449 0.377 2.256 -0.062
C -2.614 -2.025 -2.586 -0.051
C -1.402 -3.976 -1.810 -0.157
C 4.210 1.858 -3.322 -0.021
C -2.511 -3.381 -2.471 -0.005
C -1.247 -5.382 -1.722 -0.007
C -0.145 -5.933 -1.132 -0.051
H 3.759 0.917 -3.646 0.088
H -1.863 1.642 0.208 0.066
H -1.669 2.540 -3.356 0.095
H -2.664 -2.268 0.095 0.077
H 3.932 3.220 1.393 0.110
H 2.920 1.635 -0.186 0.076
H -2.019 4.116 -2.613 0.104
H 2.246 2.401 -5.189 0.079
H -1.775 -0.117 -2.053 0.085
H 1.626 -2.015 3.094 0.098
H 3.177 3.344 3.729 0.119
H -4.950 1.126 2.856 0.112
H 5.019 2.102 -4.010 0.099
H -2.780 1.693 -1.311 0.089
H 1.605 2.551 5.516 0.121
H -2.511 0.878 3.009 0.098
H -2.740 3.108 -0.254 0.104
H -2.019 -6.016 -2.144 0.122
H -5.095 -2.004 -0.063 0.113
H 1.770 -5.532 -0.193 0.108
H -0.029 -7.007 -1.073 0.115
H -1.700 -5.660 2.887 0.111
H 4.622 4.571 -3.242 0.099
H -3.442 -1.583 -3.124 0.119
H 4.051 4.035 -1.649 0.085
H -0.222 1.061 6.223 0.112
H 0.469 -6.026 4.016 0.111
H 1.953 4.078 -4.711 0.093
H 0.685 4.206 -0.980 0.083
H 3.541 3.607 -5.334 0.098
H -0.896 4.696 -0.343 0.100
H -0.395 3.752 -3.223 0.085
H -6.257 -0.322 1.337 0.111
H 0.045 3.434 0.481 0.088
H 4.632 1.714 -2.325 0.091
H -3.266 -4.029 -2.902 0.124
H -1.233 -0.531 4.603 0.124
H -2.223 -3.489 1.884 0.096
H 3.006 5.029 -2.682 0.092
H 2.131 -4.191 4.116 0.112
```

Properties
Maximum force: 4.5 eV/Å
ΔE to the lowest compared entry with this formula, charge and spin: 10.9 kcal per mole
Orbital gap: 5.974 eV
LUMO energy: -4.64 eV
Charge: +1



A structure of composition C5H14ClIO2OsP at a distorted geometry. Source: the OMol25 dataset; level of theory: wB97M-V/def2-TZVPD.

Geometry as XYZ:
```
25
Properties=species:S:1:pos:R:3:mulliken_spin:R:1
Os 1.140 -0.944 -1.001 1.608
I 3.203 -2.265 0.142 1.280
Cl 1.420 0.290 1.139 0.638
P -0.112 -2.579 0.190 0.015
O -1.541 0.292 -1.725 0.067
O 1.761 1.372 -1.493 0.087
C 0.510 -4.115 0.999 0.016
C -1.623 -3.127 -0.682 0.015
C -0.956 -1.622 1.551 0.039
C -0.531 -0.205 -1.369 0.035
C 1.201 -0.991 -3.003 0.075
H 1.307 -3.849 1.704 0.000
H 2.269 -1.226 -3.194 0.064
H 0.952 -4.769 0.237 -0.004
H -0.216 -0.903 1.938 -0.001
H -1.790 -1.051 1.111 -0.001
H 1.847 1.411 -0.507 0.002
H -1.998 -4.068 -0.256 0.003
H 0.993 -0.045 -3.524 0.016
H 0.927 1.866 -1.651 -0.005
H -1.308 -2.289 2.367 0.001
H -0.275 -4.685 1.523 -0.004
H -2.401 -2.358 -0.603 0.001
H 0.543 -1.752 -3.455 0.052
H -1.380 -3.273 -1.740 0.001
```

Properties
Maximum force: 9.9 eV/Å
ΔE to the lowest compared entry with this formula, charge and spin: 41.7 kcal per mole
Orbital gap (alpha / beta): 8.922 / 5.936 eV
Spin multiplicity: 5
LUMO energy (alpha / beta): -13.68 / -16.94 eV
Charge: +3



- The lowest maximum force belongs to which entry?
  C40H40IO4OsP2